ORCA calculation (the ωB97M-V functional and the def2-TZVPD basis) on a 14-piece molecular cluster, C64H166N10O24 overall in a non-equilibrium geometry.

XYZ file:
```
264
Properties=species:S:1:pos:R:3:forces:R:3
H 24.5303 11.6023 21.1071 0.28 -0.50 -0.15
C 23.0461 15.9445 24.4369 -0.28 -1.64 0.76
H 32.5142 8.0922 30.4474 -0.58 -0.12 -0.78
H 36.3613 11.9789 22.7783 0.09 0.83 0.91
H 22.2285 15.7786 17.8205 -0.11 -0.81 0.22
H 27.5834 11.8319 17.7814 0.22 0.34 0.59
H 26.0167 12.8871 27.0988 0.56 0.30 -0.18
C 27.4283 13.6934 13.2385 -0.78 -0.52 0.63
H 17.0581 14.3011 12.2894 -0.16 -0.74 0.13
H 24.4926 12.7799 27.8089 0.02 0.48 0.44
H 25.9224 12.9311 28.8453 0.13 0.39 0.54
H 33.7755 10.4447 22.0916 -0.62 -0.24 -1.29
H 30.2107 11.4944 27.5968 0.06 -0.01 -0.42
H 26.8901 11.2936 24.9532 0.21 -0.28 -0.44
C 26.2680 14.8962 21.0789 1.19 -0.07 1.57
H 19.8761 19.1756 22.4840 0.44 0.92 0.03
O 18.0451 13.8971 13.9952 0.44 -0.52 0.06
C 27.3501 12.2726 18.7744 -0.09 -0.30 0.64
C 17.4550 13.4135 12.8129 0.37 0.75 0.19
H 23.7272 13.8718 25.7010 0.10 0.16 0.91
C 28.1715 20.1468 24.1605 2.28 0.01 -0.16
H 23.9339 10.7594 19.7275 -1.24 -0.04 -0.67
C 32.5407 11.5636 24.0176 0.95 -1.49 0.05
C 29.3690 16.3773 16.2479 0.13 0.20 0.76
H 28.0172 12.1480 23.8288 -0.49 -0.43 -0.23
H 24.4134 12.9455 24.3821 1.64 -0.55 -0.42
H 27.5678 20.9974 23.9643 -1.19 0.84 0.16
H 23.9607 17.0875 14.2500 0.24 -1.37 -0.13
H 16.3661 19.1463 18.2094 0.68 -0.36 -0.51
H 24.9390 13.6018 17.2235 -0.43 -0.11 0.63
C 16.2295 20.1124 24.1227 1.66 -0.97 0.07
H 29.5125 14.8541 24.2960 -0.21 0.18 -0.79
C 27.6256 18.9846 27.2033 0.48 0.18 1.40
H 25.7903 10.0767 22.7320 0.50 0.97 0.33
C 28.9894 16.9591 17.6319 -0.17 -1.27 -0.42
H 20.0703 18.7986 18.5573 0.06 0.17 0.54
H 31.2604 12.3809 21.7177 0.41 1.49 0.74
H 18.2353 12.9562 12.2408 0.46 -0.25 -0.93
C 36.1820 13.5820 20.8048 -0.49 0.01 -0.33
N 18.4765 17.9632 21.5224 1.41 -1.85 0.31
C 23.9395 18.8504 22.1995 -1.30 2.56 0.18
H 23.0124 15.5990 14.2083 -0.24 -0.31 -0.81
N 28.7708 17.2477 15.2176 0.76 -0.81 -0.94
H 32.8827 10.2673 31.6700 0.50 0.95 -0.52
H 16.7374 13.6576 19.6366 0.09 -0.49 0.16
C 28.8278 10.3536 26.4286 -0.44 -0.29 -0.49
N 27.6471 17.5416 27.4130 0.37 0.30 0.41
C 35.6541 11.6605 22.0394 -1.38 -0.37 -0.44
H 25.8895 16.8620 26.5197 -1.10 0.14 -1.19
H 21.2246 11.7522 18.6745 0.54 -0.47 0.14
C 18.0524 10.2994 22.2806 -0.02 -0.72 -0.45
H 30.6955 12.4246 24.5554 -0.38 -0.01 0.19
H 25.7011 17.5511 28.1729 0.00 -0.18 -0.20
O 23.8042 14.8461 23.8717 0.79 0.09 0.82
C 19.1688 18.3954 22.6993 0.65 -1.08 0.93
H 29.0301 20.5200 24.7963 -0.62 -0.42 -0.61
H 29.7225 9.9061 29.1670 -0.48 0.16 0.22
H 28.5763 15.4577 12.2646 0.24 0.75 0.31
O 22.3111 17.6910 17.1838 -1.55 -0.87 -2.31
O 21.5149 10.2385 17.2708 0.63 -0.93 0.50
H 31.0921 16.2138 26.9038 -0.88 -0.42 0.93
C 31.5679 9.3100 28.8430 -0.83 -1.98 0.19
H 21.0286 14.5685 22.1877 0.21 -1.09 -0.35
H 26.4012 13.3065 16.3455 -0.87 0.27 -0.63
H 25.7037 19.2377 19.7323 0.40 -0.16 0.06
C 25.4557 13.2982 27.9404 -0.86 -0.57 -1.10
H 24.5634 7.4889 25.9558 0.20 1.20 0.81
H 28.6512 19.3290 27.1992 0.48 0.05 -0.28
O 25.2521 14.6946 27.8226 0.46 -0.09 0.30
O 17.9816 11.5496 21.6824 -0.38 1.14 1.00
O 31.7457 13.7520 23.3650 1.01 -0.43 0.50
H 32.7905 10.9335 24.9144 -0.53 0.46 -0.60
C 23.5161 17.3040 24.0147 0.71 0.27 0.18
C 21.3801 12.4984 16.7347 0.29 0.66 -0.02
H 28.6628 9.3376 25.9927 0.28 0.51 0.38
C 24.6197 10.6670 20.5227 1.83 -0.86 1.03
H 16.5614 20.3435 25.1525 -0.52 0.07 -0.26
O 28.9289 11.3072 25.3419 0.02 -0.72 1.63
C 30.1058 10.4499 27.2497 0.32 0.70 0.10
H 18.7735 16.9198 19.8064 0.49 0.01 -0.34
H 24.4508 15.6716 16.1466 0.25 0.32 -0.37
H 32.0835 13.2194 25.3283 -0.02 -0.24 -0.64
H 19.8157 17.5679 23.1392 -0.81 0.62 -0.62
H 25.1892 11.1405 17.0296 0.36 0.00 -0.37
C 25.2682 13.2138 16.2749 1.50 -1.56 0.33
C 24.7840 9.9889 14.5494 0.17 -0.43 0.61
H 17.8232 10.3772 23.3367 0.52 0.46 0.40
N 23.4312 17.5954 22.6137 -1.05 -0.05 -0.38
H 22.0491 15.6350 24.1680 -0.96 0.84 -0.17
C 26.3077 16.9550 27.4838 1.82 -2.53 1.19
O 18.1847 19.5650 18.9375 -0.07 -1.95 0.09
O 28.1111 14.6263 13.9977 0.25 0.61 1.40
O 25.5304 8.8638 24.7925 -0.58 0.00 0.05
H 24.4065 14.7524 21.8753 0.14 -0.04 0.63
H 17.2118 9.6760 21.9630 0.28 -0.48 -0.55
H 22.2987 15.3261 20.3239 -0.36 -0.25 -0.21
H 25.9180 15.4950 15.0579 -0.85 0.22 0.26
H 24.2974 8.6143 20.8062 -0.20 1.61 0.48
H 17.6944 18.6846 17.0123 -0.19 0.05 1.34
O 18.6052 12.7300 19.3235 -0.08 -0.65 -0.06
C 25.1339 8.4604 26.1167 0.07 -2.60 -2.95
H 20.3475 17.2948 20.6593 -1.58 0.78 -0.50
H 30.1025 16.0064 20.5400 0.11 0.27 0.50
H 23.3559 19.6510 22.7864 0.73 -0.80 -0.58
H 26.1574 15.4789 23.1881 0.08 -0.11 -0.06
H 26.7814 15.2903 20.1923 -0.30 0.26 0.06
H 24.9506 9.8034 13.5213 0.62 0.02 -1.12
H 18.1827 14.6023 20.1201 -0.55 -0.68 -0.93
O 31.0578 9.3070 31.1728 1.02 0.05 1.09
C 25.3901 18.1891 19.7408 -0.98 -0.29 1.00
H 27.9817 15.5291 24.7011 -0.10 0.39 -0.18
H 36.2423 10.9590 21.4995 0.28 -0.93 -1.18
O 28.0777 14.7788 22.7964 -0.68 -0.48 -0.98
C 26.9268 19.4715 25.9791 -1.27 0.02 -0.55
H 23.0622 18.1076 24.6688 -0.13 -0.79 -0.90
C 23.4954 19.1591 20.7436 1.09 -0.94 0.39
H 22.2968 13.8932 19.1656 0.24 0.33 1.09
C 24.8128 15.2926 15.1750 1.18 0.45 0.12
C 28.6850 15.4390 23.8548 0.39 0.33 1.21
H 21.6322 16.0101 16.1780 0.25 -0.13 -0.81
H 23.9362 17.2604 11.7432 -0.66 0.49 -0.18
H 25.1138 9.0885 15.0924 0.43 0.44 0.18
N 30.2244 9.5571 28.3707 -0.74 -0.88 0.31
C 27.8554 11.2312 24.4183 0.60 1.13 0.54
C 21.2949 13.5286 21.8027 -1.63 1.27 -0.89
H 24.0283 7.7867 23.7742 0.22 0.71 -0.12
C 24.9367 11.7167 16.1242 -2.05 0.94 1.06
C 28.2515 15.8026 13.2817 -1.28 -0.30 -2.18
H 15.5951 19.1968 24.1369 0.23 0.62 -0.10
H 23.7483 20.1818 20.4533 0.53 -0.05 -0.14
O 27.5144 19.0742 24.7708 0.72 0.06 -0.90
C 31.7193 12.7370 24.3944 -0.65 1.02 0.17
H 29.0327 15.3236 16.1641 -0.13 0.76 -0.03
H 20.0593 14.4878 15.6085 0.06 -0.04 0.63
H 26.4620 14.0808 12.8712 -0.15 -0.30 0.67
C 29.1800 16.7894 13.8428 0.35 0.12 1.47
H 23.7158 9.5842 23.9490 -0.13 -0.35 0.39
H 23.6325 16.8660 21.9423 0.39 -0.36 0.40
H 25.6434 17.7148 18.8088 0.48 -0.34 -0.19
H 30.9482 10.2120 26.6236 0.36 0.17 -0.62
H 17.7678 18.5867 21.2857 -1.40 1.34 -0.41
H 20.5975 13.2656 20.9763 -0.10 0.26 0.58
C 29.5689 16.7481 19.9550 -0.70 -1.30 -0.45
H 26.0262 9.7883 19.0219 -0.26 0.13 0.30
C 24.2113 14.5669 19.9145 0.86 -1.30 0.62
H 16.7434 12.6302 13.0358 -0.67 -0.01 -0.04
O 31.7075 16.0232 24.9977 0.53 -0.21 0.12
C 24.4794 8.8085 23.7923 0.73 0.40 0.39
N 24.8509 15.2025 21.0894 -0.42 -0.56 -1.30
H 30.1865 16.3562 13.8329 0.20 0.20 0.18
H 30.7839 7.6884 29.9417 0.27 -0.17 0.30
H 17.2284 17.6561 18.4323 0.55 -0.28 0.40
H 21.1210 12.8000 22.5884 0.53 -0.10 0.12
H 18.7288 18.9409 24.7369 -0.22 0.43 -0.25
H 17.7359 14.3227 18.3704 0.05 0.22 0.12
H 27.9544 10.5509 27.0981 0.30 0.15 -0.56
H 21.7255 12.1806 15.7336 0.01 0.12 0.28
C 31.5228 8.4786 30.1164 0.08 0.29 0.15
H 24.9950 19.1307 22.4256 -0.14 -0.69 -0.26
H 24.5618 17.3534 24.2947 0.76 -0.10 0.49
C 19.3601 13.7009 15.8938 0.32 -2.71 -1.28
H 34.9184 10.2592 23.3380 -0.35 0.00 0.39
C 18.1908 18.7932 23.7803 -0.02 -0.33 0.04
H 27.3213 13.3601 18.7703 0.09 0.05 -0.51
C 26.4680 15.4189 27.9773 0.01 1.62 -0.09
H 29.2972 17.9986 17.7350 0.34 0.18 0.00
C 19.4372 19.0188 19.4426 -0.44 -1.14 -0.51
H 22.6846 17.8915 18.0164 0.66 -0.01 1.74
C 31.0434 13.4086 22.1940 -1.44 -2.24 0.73
H 25.8719 8.4419 22.2015 0.50 -0.26 0.27
H 25.7394 17.6290 20.6552 0.15 0.58 -1.10
H 32.1199 8.7352 28.1290 0.43 -0.15 -0.82
C 24.0407 15.9478 14.0484 -1.05 2.59 3.29
H 24.8751 13.4076 14.3587 -0.31 0.56 0.31
H 19.4727 11.7889 16.9045 -0.28 0.29 -0.85
H 30.4680 16.3424 16.1694 -0.07 0.04 -0.01
H 26.5212 13.8287 21.0718 -0.37 -0.26 -0.01
H 23.6945 9.9179 14.6359 -0.11 1.04 0.44
H 29.1450 17.6091 13.1452 0.17 0.59 -0.08
H 25.9294 19.0593 25.8642 -0.47 -0.07 0.68
H 27.8812 16.9679 17.6352 0.28 -0.16 0.53
N 19.9370 12.6870 16.7972 0.43 0.70 1.11
O 35.1595 12.7077 21.2420 0.72 0.23 -0.33
H 26.8724 10.4380 20.4269 -0.25 0.04 0.28
H 31.5697 10.1235 32.9397 0.71 0.18 -0.51
H 24.6066 13.5334 19.7759 0.25 0.65 -0.18
H 21.1572 9.3621 19.0910 0.72 -0.22 -0.17
H 33.5729 12.8317 22.8710 0.31 -0.15 0.01
H 22.7489 13.0719 24.4069 0.42 0.95 0.44
C 19.3089 17.7028 20.3528 0.35 0.98 -0.28
H 30.0655 17.7225 20.0063 -0.15 -0.04 -0.18
H 27.2460 14.9814 27.3265 -0.11 0.01 0.21
O 23.9554 18.1744 19.7762 -0.27 1.17 0.69
H 31.1587 14.1910 21.4842 0.11 0.56 -0.54
H 22.4364 19.1334 20.7494 -1.15 -0.39 -0.18
H 27.4030 12.7895 13.8692 -0.50 0.19 -0.67
O 25.4573 11.2045 14.9262 -0.83 -1.14 -0.24
H 27.1599 16.5448 22.1589 -0.05 -0.57 0.45
H 24.4331 15.1535 19.0389 -0.09 0.25 -0.56
O 17.4259 19.8920 23.3427 -0.46 0.23 0.30
H 19.0417 9.8131 22.1220 -0.68 0.03 0.19
H 21.8084 13.4886 16.9594 0.24 -0.35 -0.21
C 25.9877 10.5876 19.7936 -0.41 0.71 -0.04
H 28.1030 12.0168 19.5679 -0.45 -0.12 -0.80
O 22.5800 13.5071 21.2752 1.25 0.02 -0.81
H 27.2237 19.5508 28.1086 -0.01 -0.95 -0.90
C 25.1937 9.2284 22.5097 -0.49 -0.90 -1.00
H 22.8636 15.7212 11.7252 0.30 0.75 0.22
H 23.0823 15.8697 25.5483 0.23 0.20 -0.53
H 21.5815 8.3004 17.7204 -0.19 -0.38 0.02
H 31.9939 10.8810 23.2928 0.35 0.63 0.60
H 18.2797 11.6407 20.7774 0.29 -0.40 -0.50
C 34.4432 11.0123 22.6932 2.28 0.41 1.34
H 19.8120 19.8532 20.0337 0.35 -0.16 -0.02
C 23.6900 13.6515 24.6605 -2.29 0.35 -1.48
O 29.5849 16.1362 18.6591 -0.47 1.33 -0.68
H 24.3630 15.8062 10.8256 0.14 0.14 0.30
H 15.7694 20.9512 23.6393 -0.56 0.32 0.06
C 23.8736 16.1836 11.7319 0.51 -1.24 0.32
H 26.7981 20.5526 25.9859 0.10 0.25 0.23
O 24.6271 15.7247 12.8650 0.43 -1.11 -2.77
H 28.5636 19.9048 23.1544 -0.05 -0.54 0.66
H 19.7781 12.6677 13.9752 0.69 0.37 -0.76
C 21.6353 16.3976 17.1708 1.08 1.72 1.02
H 29.0342 16.4394 23.5364 0.00 -0.32 0.37
H 18.4926 12.0043 14.8827 -0.36 0.59 -0.23
C 26.9079 15.4741 22.3856 -0.18 0.84 -1.06
H 29.9992 13.3109 22.5378 -0.05 0.21 -0.76
C 17.3743 18.6775 18.1049 -0.37 1.89 -0.42
H 28.4231 17.0459 26.9166 -1.59 0.59 0.37
H 22.8963 11.5720 17.9844 0.40 0.11 0.24
H 28.5196 16.7662 20.3226 0.56 0.43 -0.04
H 26.0081 8.2174 26.6723 0.88 -0.10 0.33
H 32.6398 8.7824 32.5344 -0.35 -0.06 -0.36
H 26.8169 15.3919 29.0360 -0.18 0.00 -0.62
H 35.7124 14.5005 20.5409 -0.60 0.81 -0.22
H 32.6304 15.3136 26.7596 -0.05 -0.84 0.09
H 32.5402 16.9451 26.6481 1.48 2.54 -0.11
C 17.7715 13.8603 19.3605 0.53 1.56 0.63
N 33.7983 12.0383 23.4678 -0.72 -0.28 0.08
C 21.8380 11.4880 17.7867 -1.28 1.58 -0.69
H 20.6024 16.4498 17.5058 -0.16 0.15 0.26
H 22.9022 9.1186 18.5114 -0.54 0.69 -0.17
H 19.1286 12.7469 18.4960 0.06 0.21 0.13
H 29.1987 18.1566 15.3470 -0.11 0.15 0.01
H 18.4310 14.0866 16.2660 -0.23 0.46 0.47
H 24.6241 9.2216 26.5987 -1.48 1.35 0.98
C 18.9536 12.9772 14.5870 -1.30 0.54 1.44
H 23.7997 11.7225 16.0662 1.23 -0.31 -0.06
C 21.8328 9.2262 18.2171 -0.76 -0.38 0.02
O 26.0455 11.8633 19.1826 0.87 0.04 -0.13
C 32.1282 9.6603 32.1020 -2.30 -1.04 0.78
N 24.5793 13.8772 15.2269 0.02 -0.59 -1.46
H 17.5061 17.9604 23.9374 -0.07 -0.37 0.07
H 27.9823 10.3347 23.8222 -0.47 -0.24 -0.22
H 31.6742 15.0876 24.7176 0.11 0.79 -0.08
H 36.8313 13.8311 21.6337 0.65 -0.22 0.05
H 27.9617 13.5500 12.3360 0.93 -0.76 -1.15
H 36.6869 13.2700 19.8741 0.19 -0.41 0.61
H 27.2763 16.3049 13.0843 0.14 -0.41 0.40
H 32.0631 10.1807 29.0954 1.43 2.17 0.25
C 22.7498 14.3415 20.1027 -0.93 0.41 0.63
C 32.0127 16.1091 26.3817 -1.12 -1.51 -1.00
N 24.3207 9.5097 21.3591 -0.67 -1.58 -0.33
```
Positions in Å, forces in eV/Å.

Values from the calculation:
Molar mass, g/mol: 1460.1
Strongest force on any atom, eV/Å: 4.3
HOMO level, eV: -8.134
Kohn-Sham gap, eV: 8.7
Energy, eV: -133082.0573
Energy above the lowest of the compared OMol25 structures with the same formula, charge and spin, kJ/mol: 0.0